Density functional theory data (ωB97M-V/def2-TZVPD) for a structure of composition C28H41BI2LaN6S3 at a distorted geometry.

XYZ file:
```
82
Properties=species:S:1:pos:R:3:mulliken_charge:R:1
La 4.446 1.416 0.671 1.71
C 0.233 5.027 0.887 -2.03
C -0.130 3.773 0.186 0.37
C -1.181 3.660 -0.695 -0.34
C -1.426 2.435 -1.370 -0.23
N -0.628 1.410 -1.183 -0.68
N 0.355 1.480 -0.288 1.09
B 1.031 0.198 0.026 -2.77
N 0.880 -0.302 1.406 1.99
N -0.370 -0.115 1.839 -0.49
C -0.748 -0.569 3.005 -0.41
C 0.210 -1.132 3.886 -0.31
C 1.519 -1.279 3.487 0.08
C 2.604 -1.738 4.386 -1.94
C 1.836 -0.905 2.152 1.06
S 3.400 -1.165 1.498 -0.45
C -2.221 -0.459 3.318 2.16
C -2.691 0.979 3.063 -1.49
C -2.932 -1.397 2.325 -1.39
C -2.556 -0.869 4.752 -2.23
N 1.459 -0.713 -1.057 1.73
N 0.445 -1.574 -1.109 -0.61
C 0.415 -2.505 -2.035 -0.27
C 1.574 -2.704 -2.828 -0.29
C 2.642 -1.841 -2.761 0.27
C 3.918 -2.050 -3.481 -2.05
C 2.503 -0.713 -1.898 0.78
S 3.589 0.609 -1.977 -0.50
C -0.854 -3.298 -2.218 2.25
C -0.663 -4.507 -3.137 -2.27
C -1.858 -2.322 -2.862 -1.51
C -1.414 -3.758 -0.867 -1.68
C 0.641 2.603 0.412 0.86
S 1.902 2.609 1.583 -0.52
C -2.620 2.226 -2.273 2.25
C -2.161 1.648 -3.617 -1.47
C -3.525 1.205 -1.558 -1.07
C -3.417 3.509 -2.522 -2.25
H -0.422 5.845 0.614 0.41
H 1.260 5.303 0.646 0.40
H 0.192 4.880 1.965 0.42
H -1.802 4.516 -0.896 0.65
H -0.076 -1.393 4.893 0.65
H 2.229 -1.969 5.376 0.41
H 3.357 -0.952 4.473 0.34
H 3.104 -2.616 3.981 0.42
H -2.517 1.264 2.029 0.11
H -2.180 1.681 3.716 0.39
H -3.756 1.045 3.270 0.47
H -2.722 -1.085 1.304 0.09
H -4.005 -1.358 2.488 0.49
H -2.611 -2.426 2.459 0.40
H -2.060 -0.230 5.480 0.50
H -2.306 -1.911 4.946 0.45
H -3.628 -0.763 4.906 0.40
H 1.631 -3.572 -3.467 0.60
H 3.903 -2.970 -4.053 0.41
H 4.738 -2.097 -2.762 0.36
H 4.131 -1.220 -4.152 0.44
H -0.399 -4.210 -4.150 0.47
H -1.602 -5.051 -3.199 0.41
H 0.085 -5.195 -2.747 0.50
H -1.501 -1.963 -3.824 0.42
H -2.030 -1.474 -2.204 0.11
H -2.800 -2.836 -3.025 0.50
H -0.731 -4.441 -0.372 0.40
H -2.349 -4.286 -1.035 0.49
H -1.607 -2.909 -0.217 0.23
H -1.606 0.725 -3.477 0.14
H -1.537 2.355 -4.155 0.39
H -3.033 1.443 -4.231 0.47
H -2.976 0.289 -1.354 -0.16
H -4.378 0.970 -2.187 0.47
H -3.901 1.606 -0.621 0.34
H -2.811 4.273 -3.005 0.50
H -3.850 3.903 -1.605 0.46
H -4.242 3.282 -3.193 0.40
I 8.033 1.347 0.360 0.16
C 8.329 3.040 1.684 -0.81
I 6.489 3.672 2.638 0.13
H 8.718 3.872 1.098 0.41
H 9.031 2.744 2.463 0.38
```

The total charge is +3. Its spin multiplicity is 1. Its LUMO energy is -0.34886 hartree. The HOMO energy is -17.0557 eV.



Density functional theory data (ωB97M-V/def2-TZVPD) for the molecule C9H15N at a distorted geometry.

XYZ file:
```
25
Properties=species:S:1:pos:R:3:nbo_charge:R:1
C 1.167 -0.481 0.037 0.12
C 0.117 -0.821 1.104 -0.42
C -1.364 -0.660 0.554 -0.21
C -1.618 -1.579 -0.629 -0.61
C 1.614 0.976 -0.124 -0.24
C 0.763 2.048 0.455 -0.41
C -0.390 1.467 -0.405 -0.19
C 0.593 0.394 -1.005 -0.26
C -1.614 0.816 0.230 -0.41
H 2.510 -2.068 0.241 0.36
H 2.768 -1.026 -0.944 0.35
H 0.331 -0.170 1.990 0.21
H 0.318 -1.866 1.445 0.22
H -2.036 -0.993 1.362 0.21
H -2.704 -1.503 -0.864 0.20
H -1.339 -2.621 -0.384 0.21
H 2.630 1.216 -0.427 0.20
H 1.028 3.040 0.205 0.22
H 0.684 1.946 1.572 0.19
H -0.657 2.241 -1.152 0.22
H 0.584 0.202 -2.053 0.22
H -1.102 -1.301 -1.539 0.21
H -1.814 1.379 1.210 0.20
H -2.481 0.909 -0.395 0.21
N 2.013 -1.545 -0.483 -0.81
```

The total charge is 0. Its spin multiplicity is 1. Its LUMO energy is 0.04006 hartree. Its SMILES is C[C@@H]1C[C@H]2C[C@@H]3[C@H]2[C@]3(N)C1. The HOMO energy is -8.6462 eV. As for the energy above the lowest of the compared OMol25 structures with the same formula, charge and spin: 2.104 eV.



Density functional theory data (ωB97M-V/def2-TZVPD) for a structure of composition C30H32FN6O5W.

XYZ file:
```
75
Properties=species:S:1:pos:R:3:lowdin_spin:R:1
W -2.373 1.939 -0.999 1.69
F 4.194 0.186 1.102 0.00
C 3.182 -0.624 0.762 0.00
C 2.008 -0.086 0.344 0.00
C 0.922 -0.928 0.037 0.00
C -0.336 -0.377 -0.398 0.01
O -0.477 0.888 -0.570 0.04
C -1.367 -1.305 -0.665 0.00
C -1.131 -2.653 -0.569 0.00
N 0.023 -3.162 -0.138 0.00
C 0.185 -4.611 -0.071 0.00
C 0.295 -5.270 1.274 0.00
C -0.944 -5.445 0.449 0.00
C 1.083 -2.317 0.171 0.00
C 2.319 -2.848 0.579 0.00
C 3.382 -2.021 0.883 0.00
N 4.613 -2.489 1.360 0.00
C 4.695 -3.858 1.835 0.00
C 5.880 -4.003 2.777 0.00
N 7.146 -3.577 2.085 0.00
C 7.028 -2.183 1.526 0.00
C 5.815 -2.110 0.620 0.00
C -2.690 -0.793 -1.123 0.01
O -3.298 -1.217 -2.064 0.00
O -3.106 0.257 -0.378 0.06
H 1.898 0.987 0.274 0.00
H -1.898 -3.368 -0.837 0.00
H 0.774 -4.998 -0.893 0.00
H 0.211 -4.633 2.145 0.00
H 0.977 -6.102 1.371 0.00
H -1.837 -4.947 0.800 0.00
H -1.118 -6.391 -0.042 0.00
H 2.430 -3.919 0.646 0.00
H 4.779 -4.582 1.010 0.00
H 3.802 -4.107 2.407 0.00
H 6.006 -5.033 3.104 0.00
H 5.767 -3.356 3.644 0.00
H 7.363 -4.231 1.329 0.00
H 7.931 -3.625 2.739 0.00
H 7.947 -1.959 0.987 0.00
H 6.926 -1.510 2.375 0.00
H 5.955 -2.767 -0.252 0.00
H 5.736 -1.092 0.252 0.00
C 0.095 5.791 -2.382 0.00
O -0.253 4.678 -3.270 0.00
C -0.845 3.657 -2.764 0.01
O -1.089 3.513 -1.537 0.03
N -1.208 2.721 -3.663 0.01
N -1.814 1.543 -3.183 0.03
H 0.505 6.544 -3.044 0.00
H 0.835 5.453 -1.663 0.00
H -0.803 6.147 -1.888 0.00
H -0.972 2.817 -4.641 0.00
H -1.179 0.754 -3.306 0.00
H -2.661 1.348 -3.717 0.01
C -2.667 3.156 3.202 0.00
C -3.910 3.779 3.235 0.02
C -4.649 3.894 2.072 0.00
C -4.142 3.394 0.883 0.02
N -2.935 2.775 0.870 0.02
C -2.219 2.660 2.002 0.02
C -4.818 3.461 -0.429 0.01
C -6.118 3.925 -0.564 0.00
C -6.704 3.977 -1.821 -0.01
C -6.003 3.555 -2.943 0.00
C -4.721 3.049 -2.798 0.00
C -4.094 2.980 -1.548 0.01
H -2.064 3.053 4.092 0.00
H -4.298 4.174 4.164 0.00
H -5.613 4.379 2.088 0.00
H -1.268 2.150 1.913 0.00
H -6.691 4.248 0.294 0.00
H -7.715 4.347 -1.926 0.00
H -6.464 3.604 -3.920 0.00
H -4.216 2.710 -3.698 0.00
```

The total charge is +3. Its spin multiplicity is 3. Its LUMO energy (spin up / spin down) is -0.29698 / -0.28504 hartree. The HOMO energy (spin up / spin down) is -15.3787 / -15.3965 eV. As for the energy above the lowest of the compared OMol25 structures with the same formula, charge and spin: 0.000 eV. Its expectation value of S² is 2.013.